#A
{
  "formula": "C29H37Cl5CsN5O4S4",
  "method": "ωB97M-V with the def2-TZVPD basis set",
  "total_charge": 0,
  "multiplicity": 1,
  "e_homo_ev": -7.471,
  "orbital_gap_ev": 7.207,
  "elements": ["Cs", "N", "N", "C", "N", "S", "H", "H", "H", "H", "H", "Cl", "C", "C", "C", "Cl", "C", "Cl", "C", "Cl", "C", "Cl", "O", "S", "C", "C", "C", "C", "C", "C", "C", "C", "C", "C", "C", "C", "H", "H", "H", "H", "H", "H", "H", "H", "H", "H", "C", "N", "C", "C", "N", "C", "S", "H", "H", "H", "H", "H", "H", "H", "H", "C", "C", "C", "S", "O", "C", "C", "C", "H", "H", "H", "H", "H", "H", "H", "H", "H", "H", "H", "H", "H", "H", "O", "O"],
  "xyz": [[0.677, -0.045, 0.158], [-2.579, -0.084, -0.812], [-3.111, 1.044, -0.161], [-3.528, 1.006, 1.096], [-3.718, 2.242, 1.658], [-3.751, -0.413, 1.985], [-2.883, -0.079, -1.779], [-2.964, -0.904, -0.348], [-2.745, 1.908, -0.555], [-3.819, 3.041, 1.050], [-4.283, 2.240, 2.489], [2.151, -2.574, -1.015], [1.151, -2.458, -2.507], [0.364, -1.341, -2.677], [-0.398, -1.404, -3.824], [-1.593, -0.099, -4.154], [-0.369, -2.436, -4.763], [-1.347, -2.410, -6.188], [0.475, -3.521, -4.535], [0.554, -4.824, -5.659], [1.242, -3.543, -3.375], [2.274, -4.897, -3.051], [0.053, -0.498, 2.590], [0.943, -0.869, 3.678], [0.274, -2.398, 4.242], [-0.850, -2.850, 3.553], [-1.487, -3.997, 4.002], [-1.016, -4.659, 5.125], [0.094, -4.182, 5.815], [0.752, -3.048, 5.380], [0.662, 0.382, 4.888], [1.655, 0.957, 5.673], [1.284, 1.923, 6.597], [-0.050, 2.280, 6.747], [-1.029, 1.688, 5.961], [-0.679, 0.737, 5.015], [-1.221, -2.308, 2.694], [-2.360, -4.360, 3.476], [-1.518, -5.554, 5.470], [0.452, -4.703, 6.695], [1.617, -2.675, 5.907], [2.683, 0.651, 5.558], [2.043, 2.387, 7.214], [-0.328, 3.027, 7.479], [-2.067, 1.969, 6.076], [-1.433, 0.287, 4.377], [1.039, 5.262, -1.153], [0.989, 4.090, -1.987], [2.209, 3.441, -2.464], [1.699, 2.114, -3.046], [0.256, 2.264, -2.923], [-0.108, 3.337, -2.210], [-1.691, 3.664, -1.716], [1.444, 5.028, -0.163], [0.033, 5.649, -1.030], [1.666, 6.023, -1.621], [2.895, 3.269, -1.639], [2.709, 4.065, -3.208], [2.048, 1.254, -2.473], [1.992, 1.979, -4.085], [-0.378, 1.482, -3.024], [5.079, 5.740, 1.864], [4.293, 4.475, 2.187], [4.088, 3.614, 0.947], [3.200, 2.091, 1.340], [2.464, 1.657, 0.082], [4.628, 0.970, 1.530], [4.904, 0.156, 0.269], [5.811, 0.856, -0.740], [5.187, 6.370, 2.747], [4.573, 6.328, 1.094], [6.079, 5.501, 1.497], [3.318, 4.735, 2.605], [4.818, 3.900, 2.957], [5.036, 3.362, 0.469], [3.445, 4.106, 0.220], [4.361, 0.320, 2.362], [5.473, 1.591, 1.837], [3.954, -0.067, -0.221], [5.336, -0.797, 0.575], [5.351, 1.772, -1.122], [6.000, 0.210, -1.598], [6.777, 1.116, -0.298], [2.360, -0.820, 3.046], [2.604, -1.320, 4.460]],
  "lowdin_charge": [1.2500, 0.0163, -0.0911, -0.9192, 0.0735, 0.5632, 0.0421, 0.0259, 0.0000, 0.0927, 0.0753, 0.4893, -0.6930, -0.2580, -0.6617, 0.6231, -0.7174, 0.6501, -0.7190, 0.6612, -0.7133, 0.6457, -0.6588, 0.8062, -0.2504, -0.0332, -0.0478, -0.0590, -0.0595, -0.0377, -0.2533, -0.0384, -0.0645, -0.0672, -0.0548, -0.0348, 0.0933, 0.1156, 0.1096, 0.1101, 0.1163, 0.1111, 0.1078, 0.1078, 0.1123, 0.1080, -0.0556, -0.1500, -0.1089, -0.1205, 0.0260, -0.8138, 0.6240, 0.0800, 0.0528, 0.0938, 0.0769, 0.1254, 0.0875, 0.1220, 0.0176, -0.1023, -0.2977, -0.3602, 0.9495, -0.8915, -0.3112, -0.2733, -0.0897, 0.0752, 0.0769, 0.0780, 0.1091, 0.1079, 0.0899, 0.0642, 0.0679, 0.0947, 0.0668, 0.1187, 0.0634, 0.0793, 0.0794, -0.2610, -0.2652]
}

***

#B
{
  "formula": "C29H37Cl5CsN5O4S4",
  "method": "ωB97M-V with the def2-TZVPD basis set",
  "total_charge": 0,
  "multiplicity": 1,
  "e_homo_ev": -7.040,
  "orbital_gap_ev": 7.194,
  "elements": ["Cs", "N", "N", "C", "N", "S", "H", "H", "H", "H", "H", "Cl", "C", "C", "C", "Cl", "C", "Cl", "C", "Cl", "C", "Cl", "O", "S", "C", "C", "C", "C", "C", "C", "C", "C", "C", "C", "C", "C", "H", "H", "H", "H", "H", "H", "H", "H", "H", "H", "C", "N", "C", "C", "N", "C", "S", "H", "H", "H", "H", "H", "H", "H", "H", "C", "C", "C", "S", "O", "C", "C", "C", "H", "H", "H", "H", "H", "H", "H", "H", "H", "H", "H", "H", "H", "H", "O", "O"],
  "xyz": [[1.124, -0.057, -0.735], [-1.777, -3.042, -1.385], [-0.651, -3.645, -0.780], [-0.500, -3.826, 0.535], [0.657, -4.439, 0.891], [-1.632, -3.341, 1.683], [-1.464, -2.126, -1.692], [-2.462, -2.920, -0.640], [0.008, -4.048, -1.427], [1.297, -4.795, 0.200], [0.727, -4.769, 1.836], [3.252, -2.488, -0.904], [2.802, -2.232, -2.564], [2.871, -0.985, -3.217], [2.490, -0.953, -4.583], [2.614, 0.565, -5.405], [1.996, -2.057, -5.242], [1.505, -1.934, -6.891], [1.888, -3.280, -4.575], [1.247, -4.657, -5.389], [2.307, -3.347, -3.258], [2.191, -4.877, -2.448], [0.650, -1.477, 1.561], [0.281, -1.162, 2.974], [1.286, 0.267, 3.440], [2.276, 0.769, 2.602], [3.029, 1.857, 3.033], [2.797, 2.435, 4.273], [1.791, 1.937, 5.092], [1.028, 0.860, 4.670], [1.160, -2.359, 3.981], [0.667, -2.699, 5.230], [1.340, -3.651, 5.983], [2.479, -4.259, 5.472], [2.947, -3.923, 4.207], [2.284, -2.968, 3.450], [2.491, 0.350, 1.622], [3.804, 2.248, 2.386], [3.398, 3.273, 4.600], [1.601, 2.386, 6.059], [0.237, 0.471, 5.301], [-0.245, -2.245, 5.600], [0.964, -3.932, 6.958], [2.997, -5.008, 6.055], [3.828, -4.409, 3.808], [2.608, -2.706, 2.451], [-3.306, 4.474, 1.673], [-2.063, 4.280, 2.376], [-1.561, 5.277, 3.309], [-0.257, 4.638, 3.796], [0.028, 3.726, 2.701], [-1.082, 3.440, 1.983], [-1.183, 2.238, 0.824], [-4.129, 4.550, 2.385], [-3.471, 3.620, 1.022], [-3.274, 5.386, 1.069], [-2.273, 5.449, 4.116], [-1.384, 6.228, 2.793], [-0.399, 4.097, 4.736], [0.541, 5.367, 3.927], [0.775, 3.049, 2.736], [-3.297, 3.724, -3.072], [-1.984, 2.999, -3.340], [-2.099, 1.511, -3.034], [-0.643, 0.624, -3.640], [-0.602, -0.682, -2.883], [-1.212, 0.224, -5.322], [-1.851, -1.155, -5.411], [-3.267, -1.239, -4.857], [-3.190, 4.798, -3.226], [-3.622, 3.561, -2.043], [-4.087, 3.364, -3.734], [-1.189, 3.425, -2.725], [-1.684, 3.147, -4.383], [-3.005, 1.072, -3.454], [-2.091, 1.325, -1.958], [-0.318, 0.280, -5.945], [-1.887, 1.029, -5.624], [-1.216, -1.867, -4.879], [-1.834, -1.447, -6.463], [-3.275, -1.133, -3.771], [-3.708, -2.209, -5.085], [-3.911, -0.468, -5.287], [3.637, 0.297, -1.388], [3.183, 0.204, -2.742]],
  "lowdin_charge": [1.2568, 0.0540, -0.0706, -0.8953, 0.0973, 0.6125, 0.0284, 0.0233, 0.0790, 0.0552, 0.0838, 0.6747, -0.6045, -0.4146, -0.5918, 0.7523, -0.6969, 0.7040, -0.7199, 0.6783, -0.6707, 0.7048, -0.7797, 0.9380, -0.3536, -0.0802, -0.0674, -0.0897, -0.0912, -0.0844, -0.3772, -0.0795, -0.0739, -0.0783, -0.0675, -0.0758, 0.0552, 0.1183, 0.1079, 0.1080, 0.1121, 0.1118, 0.1055, 0.1038, 0.1077, 0.1057, -0.0563, -0.1668, -0.1177, -0.1369, 0.0349, -0.8206, 0.6074, 0.0908, 0.0449, 0.0946, 0.1236, 0.1265, 0.1138, 0.1184, 0.0883, -0.1000, -0.2984, -0.3521, 0.8959, -0.7151, -0.3250, -0.2903, -0.0997, 0.0735, 0.0701, 0.0764, 0.1074, 0.1041, 0.0851, 0.0672, 0.0470, 0.0936, 0.0924, 0.1097, 0.0639, 0.0771, 0.0769, -0.5255, -0.2948]
}

***

Which of them is least stable? Easy: #A.

***

#A
{
  "formula": "H22HeO11",
  "method": "ωB97M-V with the def2-TZVPD basis set",
  "total_charge": 0,
  "multiplicity": 1,
  "e_homo_ev": -10.836,
  "orbital_gap_ev": 10.698,
  "elements": ["He", "O", "H", "H", "O", "H", "H", "O", "H", "H", "O", "H", "H", "O", "H", "H", "O", "H", "H", "O", "H", "H", "O", "H", "H", "O", "H", "H", "O", "H", "H", "O", "H", "H"],
  "xyz": [[-0.336, -0.015, 0.260], [-3.517, 1.461, 2.809], [-2.647, 1.130, 2.586], [-3.377, 2.384, 3.017], [3.114, -1.731, 0.043], [3.167, -0.951, 0.596], [2.649, -1.438, -0.741], [-2.812, -1.568, -1.556], [-2.999, -2.000, -2.389], [-2.427, -2.254, -1.011], [0.390, -4.221, -1.367], [0.019, -3.737, -0.630], [0.719, -5.033, -0.981], [-1.090, 0.702, -2.010], [-0.828, 0.505, -2.909], [-1.648, -0.034, -1.756], [-0.501, 1.273, 3.309], [-0.636, 1.876, 2.578], [-0.449, 1.839, 4.080], [1.720, -1.131, -2.165], [1.098, -1.855, -2.232], [2.243, -1.188, -2.965], [2.226, 2.327, 1.663], [2.607, 1.803, 0.959], [1.847, 3.086, 1.219], [-0.583, -1.387, 2.550], [-0.830, -0.491, 2.779], [0.374, -1.380, 2.552], [-1.765, 3.411, -1.307], [-2.376, 3.610, -2.016], [-1.668, 2.459, -1.334], [2.741, 1.188, -1.018], [3.543, 0.741, -1.289], [2.034, 0.619, -1.323]],
  "lowdin_charge": [0.1571, -0.0480, -0.0083, 0.0295, -0.0630, 0.0198, -0.0500, -0.0310, 0.0546, 0.0468, -0.0458, 0.0300, 0.0426, -0.0937, 0.0454, -0.0241, -0.0430, 0.0458, 0.0679, -0.0399, 0.0550, 0.0833, -0.0620, -0.0166, 0.0308, -0.0970, -0.0384, 0.0205, -0.0692, 0.0248, -0.0259, -0.0451, 0.0469, 0.0003]
}

***

#B
{
  "formula": "H22HeO11",
  "method": "ωB97M-V with the def2-TZVPD basis set",
  "total_charge": 0,
  "multiplicity": 1,
  "e_homo_ev": -10.298,
  "orbital_gap_ev": 10.292,
  "elements": ["He", "O", "H", "H", "O", "H", "H", "O", "H", "H", "O", "H", "H", "O", "H", "H", "O", "H", "H", "O", "H", "H", "O", "H", "H", "O", "H", "H", "O", "H", "H", "O", "H", "H"],
  "xyz": [[0.068, -0.225, -0.629], [0.458, 0.136, -3.579], [1.173, 0.482, -4.113], [0.245, 0.846, -2.974], [0.101, 2.751, 0.498], [0.645, 1.967, 0.574], [-0.770, 2.467, 0.777], [-0.534, -0.489, 2.388], [-0.904, 0.167, 2.979], [0.413, -0.369, 2.460], [2.447, 0.843, -0.092], [3.272, 1.168, -0.454], [2.174, 0.154, -0.698], [2.037, -1.471, -1.744], [2.864, -1.177, -2.125], [1.416, -1.450, -2.473], [0.176, 2.592, -2.251], [-0.368, 3.247, -2.688], [-0.146, 2.575, -1.350], [0.567, -3.300, 1.794], [0.225, -2.420, 1.951], [1.453, -3.156, 1.460], [-3.228, -1.716, 2.375], [-2.382, -1.269, 2.335], [-3.174, -2.263, 3.158], [-2.621, 2.325, 1.255], [-2.658, 1.512, 0.751], [-2.587, 2.040, 2.168], [-3.036, 0.478, -0.731], [-2.447, -0.010, -1.307], [-3.749, 0.762, -1.302], [2.888, -2.755, 0.677], [2.592, -2.403, -0.163], [3.390, -2.042, 1.072]],
  "lowdin_charge": [0.1925, -0.0671, 0.0439, -0.0265, -0.0519, -0.0067, -0.0121, -0.0497, 0.0523, 0.0553, -0.0613, 0.0485, -0.0460, -0.0747, 0.0644, 0.0315, -0.0530, 0.0554, -0.0072, -0.0640, -0.0238, -0.0449, -0.0486, -0.0257, 0.0344, -0.0442, -0.0136, 0.0440, -0.0312, 0.0406, 0.0601, -0.0328, 0.0048, 0.0575]
}

***

Which of them is least stable? Easy: #A.